[1]
DFT (ωB97M-V/def2-TZVPD) results for a 19-piece molecular cluster, H37O19 overall at a distorted geometry.

Properties
E_LUMO = 1.94 eV
F_max = 6.29 eV/Å
Relative energy (zero: lowest compared OMol25 entry of this formula, charge and spin) = 533.29 kJ/mol
HOMO level = -0.279 hartree
HOMO-LUMO gap = 9.54 eV
Charge = -1

Element x y z (Å)
O -4.3970 -1.2190 0.8620
H -2.8695 1.6310 0.6015
H -2.3477 4.1660 1.0184
O 0.4951 -2.6652 -2.2129
H -0.9638 -3.8624 0.0398
H 1.2562 1.5198 4.0489
O -1.4089 4.2408 0.6706
H 1.6592 2.7559 -0.8195
H -2.4654 -2.4442 -1.9488
O 1.2197 0.1381 -3.5352
H 0.1761 0.1190 -3.3716
H 1.1170 0.0324 -4.4988
O 1.7441 -4.1051 1.0817
H 1.4351 -4.4181 0.2145
H -2.1095 0.8556 -1.4517
O 4.3731 -0.8951 0.5820
H 2.8881 -1.3067 -2.2923
H 2.0078 -3.2301 0.7709
O -2.4989 -1.7108 -2.5046
H -1.6628 1.9849 -2.7153
H -2.9661 -1.1406 -1.9014
O -1.4998 1.0688 -2.2610
H 0.8910 0.6693 2.0825
O -1.4832 -1.0227 0.5490
H 3.2965 0.1626 -2.4429
H -0.6070 -1.0619 0.9110
O 2.1244 3.3348 -1.3487
H -0.3344 -4.8435 0.9948
H 2.5240 2.7058 -1.9797
O 1.3266 2.4190 4.4830
H 4.3290 -0.2087 -0.0761
H 2.6792 -1.4408 3.1010
O -0.8092 -4.8954 0.1746
H 3.5767 -1.0058 1.0722
H -1.1250 1.3815 2.8815
O 3.1248 -0.5150 -1.7077
H -1.1744 1.4009 1.4283
H 0.9161 2.8942 3.8352
O 1.6644 0.0908 2.0858
H -1.6321 3.3661 0.2860
H -2.4476 4.2075 -1.2151
O 0.6474 1.0962 -0.1607
H -3.7778 -1.9912 0.9374
H -0.3640 1.2875 -0.1379
O -0.5522 1.1149 2.1564
H 2.1256 -2.5259 3.6384
H -3.8011 -0.4932 0.6587
O 2.3699 -1.7237 3.8980
H 1.4932 -0.6842 1.6506
H 0.7111 1.0248 -1.1104
O -2.0159 1.5161 0.1806
H -1.6078 0.0303 0.2490
H -0.0597 -2.0383 -1.7755
O -3.2701 3.6669 -1.2156
H 0.9694 -2.2637 -2.8678
H -2.8899 2.8296 -1.5933

Forces on the atoms, in the same order (eV/Å):
O 0.49 -1.17 -0.06
H -0.28 0.01 0.06
H 1.23 1.59 0.26
O -1.13 -2.99 2.48
H 0.32 -3.21 0.13
H 0.56 1.01 1.04
O -2.55 -0.92 0.58
H -1.95 -1.93 2.52
H 0.46 -2.57 1.12
O -3.96 -0.33 -0.86
H 2.82 0.30 0.52
H 0.74 0.14 0.16
O -0.01 0.39 -0.88
H -0.14 -0.55 0.28
H 1.44 1.64 -1.64
O 2.08 -1.05 0.46
H 0.40 1.51 1.54
H 0.33 0.26 0.49
O -0.14 1.46 -1.17
H 0.14 -2.73 1.74
H -0.34 0.93 0.01
O -0.91 1.30 -1.09
H -0.39 -0.20 -0.46
O -1.03 1.74 -1.61
H -0.56 -1.27 1.67
H 0.56 0.23 0.37
O 2.08 1.32 -2.70
H 0.45 -0.26 0.91
H -0.13 0.69 0.26
O 1.22 -3.69 1.61
H -0.90 0.10 -0.05
H 1.56 2.59 -3.02
O -0.97 3.51 -1.01
H -0.91 0.83 0.06
H 0.44 -0.23 0.74
O 0.19 -0.05 -3.36
H 0.59 -0.19 -0.36
H -1.70 2.62 -2.68
O 2.75 2.24 2.06
H 1.71 -0.56 -0.52
H -0.84 0.00 0.30
O -2.48 0.68 -0.46
H -0.69 1.22 -0.03
H 2.53 -0.05 0.15
O -1.58 1.10 1.06
H -2.01 -5.91 -0.81
H 0.23 -0.04 0.13
O 0.55 2.97 4.45
H -1.26 -2.46 -1.81
H 0.46 -0.41 -0.70
O -0.89 -0.17 -0.32
H 0.07 -2.78 1.26
H -0.53 1.02 0.19
O 1.23 -0.63 -1.29
H 1.59 2.05 -2.54
H -0.94 0.90 0.82

---

[2]
DFT (ωB97M-V/def2-TZVPD) results for one molecule with the formula C6H7NO2Si at a distorted geometry.

Properties
E_LUMO = -0.48 eV
F_max = 3.73 eV/Å
Relative energy (zero: lowest compared OMol25 entry of this formula, charge and spin) = 64.87 kJ/mol
HOMO level = -0.331 hartree
Structure (SMILES) = O=NO[SiH2]c1ccccc1
HOMO-LUMO gap = 8.54 eV
Charge = 0

Element x y z (Å)
C 1.8598 -1.2109 -0.1800
C 0.7515 -1.5672 0.5712
C 1.9569 0.0717 -0.6930
C -0.2593 -0.6518 0.7890
C 0.9394 0.9860 -0.4816
C -0.1957 0.6360 0.2506
N -4.1005 -0.6283 -0.4009
O -5.1540 -0.1490 -0.0973
O -2.9807 0.0968 -0.2092
Si -1.6846 1.7644 0.4202
H 2.6415 -1.9321 -0.3685
H 0.6685 -2.5648 0.9758
H 2.8228 0.3554 -1.2732
H -1.1295 -0.9417 1.3561
H 1.0296 1.9797 -0.8974
H -1.8817 2.7823 -0.5963
H -2.1605 2.0586 1.7625

Forces on the atoms, in the same order (eV/Å):
C -0.02 0.07 -0.01
C 0.02 -0.05 0.04
C 0.15 -0.02 -0.06
C -0.23 0.14 0.10
C -0.20 0.19 0.01
C -0.22 0.45 0.06
N -0.69 0.95 0.46
O 1.32 -0.10 -0.17
O 1.31 1.29 0.41
Si -1.49 -3.31 -0.85
H 0.07 -0.03 0.00
H -0.02 -0.06 0.04
H 0.05 0.04 -0.03
H -0.12 -0.11 0.04
H 0.01 0.08 -0.11
H 0.07 0.28 -0.10
H -0.03 0.18 0.18

---

[3]
DFT (ωB97M-V/def2-TZVPD) results for one molecule with the formula C5H11NO at a distorted geometry.

Properties
E_LUMO (alpha / beta) = 0.46 / 0.85 eV
F_max = 7.22 eV/Å
Relative energy (zero: lowest compared OMol25 entry of this formula, charge and spin) = 378.99 kJ/mol
HOMO level (alpha / beta) = -0.301 / -0.308 hartree
Structure (SMILES) = C=[N+]([O-])C(C)(C)C
HOMO-LUMO gap (alpha / beta) = 8.65 / 9.23 eV
Charge = 0

Element x y z (Å)
C 1.9645 -0.9283 0.7605
C -0.7477 0.7591 -1.4364
C -1.0834 -1.0672 0.2428
C -0.1508 1.1669 0.9562
C -0.2040 0.1206 -0.1596
N 1.1581 -0.3707 -0.4362
O 1.6667 -0.2797 -1.5596
H 2.9305 -1.2929 0.4996
H 1.4544 -1.0774 1.6801
H -1.7559 1.1250 -1.2622
H -0.1172 1.5903 -1.7421
H -0.7678 0.0354 -2.2468
H -0.7408 -1.5177 1.1699
H -1.0708 -1.8270 -0.5353
H -2.1083 -0.7318 0.3807
H -1.1459 1.5694 1.1263
H 0.2097 0.7415 1.8871
H 0.5086 1.9843 0.6750

Forces on the atoms, in the same order (eV/Å):
C -3.27 2.28 -5.16
C 0.20 -0.11 0.04
C 0.16 0.06 -0.05
C 0.08 -0.11 -0.10
C -0.98 0.39 -0.13
N 4.16 -2.55 5.32
O -0.17 0.06 -0.14
H 0.33 -0.10 -0.19
H -0.29 0.02 0.34
H -0.09 0.01 0.10
H 0.00 0.05 -0.06
H -0.02 0.00 -0.07
H 0.02 -0.05 0.09
H 0.00 -0.07 -0.06
H -0.09 0.06 0.01
H -0.13 0.02 -0.02
H 0.02 -0.03 0.10
H 0.07 0.07 -0.02

---

[4]
DFT (ωB97M-V/def2-TZVPD) results for a 19-piece molecular cluster, C2H40O20 overall at a distorted geometry.

Properties
E_LUMO = 4.65 eV
F_max = 3.72 eV/Å
Relative energy (zero: lowest compared OMol25 entry of this formula, charge and spin) = 147.25 kJ/mol
HOMO level = -0.099 hartree
HOMO-LUMO gap = 7.33 eV
Charge = -2

Element x y z (Å)
O 1.7540 0.2232 0.3864
C 0.6410 -0.5688 0.1274
C -0.6740 0.2232 0.0334
O -1.7550 -0.7038 0.0904
H 0.6110 -1.3428 0.8524
H 0.7820 -1.0248 -0.8746
H -0.7290 0.7872 -0.9506
H -0.6970 1.0692 0.7584
O -0.7420 -2.8838 -1.2956
H -0.9580 -2.1928 -0.7136
H -0.5040 -3.6158 -0.6836
O -1.7530 -2.2768 2.2184
H -1.7030 -1.6718 1.4674
H -1.0210 -2.1388 2.8594
O -3.8820 -1.8808 -0.5656
H -3.4860 -2.7248 -0.8436
H -3.1380 -1.3578 -0.2546
O 0.5570 -2.0038 3.7234
H 1.1690 -1.3138 3.3854
H 0.7790 -2.8158 3.2904
O -1.0160 3.2582 3.7374
H -1.2930 2.4092 3.3534
H -1.6230 3.3892 4.4254
O -1.6080 0.3562 3.1154
H -1.0890 0.0442 2.3564
H -2.0410 -0.3788 3.4804
O -1.7350 -0.5808 -2.6646
H -2.6070 -1.0518 -2.7406
H -1.6080 -0.6268 -1.7116
O 3.4480 -1.8438 0.8394
H 2.7310 -1.2688 0.6064
H 4.2150 -1.4568 0.4574
O 2.6730 -3.0168 -2.0626
H 2.3490 -3.3928 -1.2686
H 2.3860 -3.6088 -2.8156
O 2.8740 -0.4038 -2.0556
H 2.8180 -1.3588 -2.1396
H 2.3510 -0.1838 -1.2696
O 0.6740 -0.5058 -3.8436
H -0.1540 -0.5548 -3.3046
H 0.5410 -1.2838 -4.3806
O 1.3280 1.9462 -2.0986
H 1.2400 1.6542 -1.1916
H 0.8710 2.8072 -2.1666
O -3.5300 1.4792 -0.0846
H -2.8680 0.8642 0.1994
H -3.8990 1.0822 -0.8596
O -1.1670 3.4022 -0.1866
H -1.6300 2.6372 -0.5776
H -1.3990 4.0632 -0.8456
O 2.0440 0.2522 2.9054
H 1.9370 0.0972 1.9504
H 2.4150 1.1372 2.8504
O 1.1090 2.8092 0.9304
H 0.8570 1.8742 0.8584
H 0.3480 3.2032 0.4904
O 3.9480 1.6552 0.3674
H 3.1620 1.1042 0.4124
H 3.7210 2.6012 0.4574
O -1.6960 2.0992 -2.8756
H -2.6190 2.3462 -2.9756
H -1.7060 1.1592 -2.6836

Forces on the atoms, in the same order (eV/Å):
O -0.61 -0.12 -0.16
C 0.61 1.59 -1.76
C -0.30 -0.27 -0.70
O 0.93 1.14 0.00
H -0.79 -1.14 0.96
H -0.33 -0.29 0.39
H 0.56 -0.50 0.88
H -0.33 -0.72 0.25
O 0.78 -3.50 -1.00
H -0.82 2.15 1.69
H -0.26 0.76 -0.62
O -0.14 -1.41 1.47
H 0.21 0.63 -0.66
H -0.32 0.22 -0.82
O -1.33 -1.34 -1.01
H -0.10 0.53 0.27
H 0.86 0.59 0.40
O -0.05 0.61 0.48
H -0.11 0.05 0.27
H 0.48 -0.59 -0.45
O 1.00 -0.29 -1.39
H 0.29 -0.06 0.00
H -1.29 0.30 1.51
O 1.05 2.28 -0.70
H -0.37 0.01 0.50
H -0.80 -1.70 0.36
O -2.09 -0.63 -0.78
H 1.21 0.55 -0.02
H 0.01 -0.27 1.28
O 0.21 -2.28 0.97
H -0.69 1.41 -0.37
H 0.75 0.68 -0.61
O 0.32 -1.44 -2.80
H -0.56 -0.46 1.33
H 0.29 1.11 1.48
O 0.76 0.23 -0.09
H -0.14 0.23 -0.02
H 0.42 0.33 -0.03
O -0.91 -0.11 0.12
H 0.94 0.31 -0.47
H 0.19 -0.42 -0.39
O -0.37 1.02 -1.01
H 0.30 0.09 0.59
H 0.21 -0.84 0.36
O -0.71 1.71 0.10
H 0.81 -1.33 0.48
H -0.32 -0.55 -0.60
O -1.02 0.19 -0.75
H 0.15 -0.02 0.36
H 0.21 0.27 0.06
O 0.13 -0.05 1.25
H -0.11 -0.06 -1.22
H -0.04 0.17 0.39
O 0.11 0.04 0.24
H 1.05 -0.09 0.24
H -0.06 0.49 0.10
O 1.67 1.23 0.34
H -0.80 0.19 -0.26
H -0.49 -1.17 -0.12
O -0.19 1.40 -0.14
H -0.06 -0.09 0.03
H 0.02 -0.76 -0.23

---

[5]
DFT (ωB97M-V/def2-TZVPD) results for a 2-piece molecular cluster, C6H12N2 overall at a distorted geometry.

Properties
E_LUMO = 0.88 eV
F_max = 2.56 eV/Å
Relative energy (zero: lowest compared OMol25 entry of this formula, charge and spin) = 69.48 kJ/mol
HOMO level = -0.321 hartree
Structure (SMILES) = Cc1c[nH]cn1.CC
HOMO-LUMO gap = 9.62 eV
Charge = 0

Element x y z (Å)
C 2.2159 0.6599 2.0931
C 1.6539 -0.7085 2.3628
H 1.6747 1.4408 2.6284
H 3.2645 0.7440 2.4194
H 2.3613 1.0274 1.0727
H 0.7479 -0.6693 2.9645
H 2.3027 -1.5549 2.6139
H 1.3306 -1.1574 1.4091
C 0.2623 1.8985 -0.8702
C -1.3429 0.1143 0.0510
C -0.4768 0.5983 -0.8607
C -1.0765 -1.3258 -1.5775
N -1.8672 -1.0674 -0.4790
N -0.2555 -0.3396 -1.8693
H -1.7687 0.4148 0.9931
H -2.2309 -1.8064 0.1175
H 0.2577 2.2334 0.1747
H -0.2484 2.6532 -1.4786
H -1.2571 -2.1533 -2.2324
H 1.2926 1.9666 -1.2107

Forces on the atoms, in the same order (eV/Å):
C 1.82 1.08 0.50
C -0.90 -1.38 -1.96
H -0.03 -0.05 -0.01
H -0.27 -0.09 0.47
H -0.79 -0.63 -0.23
H 0.26 -0.18 0.32
H 0.38 0.78 0.96
H -0.47 0.45 -0.05
C -0.57 0.78 0.86
C -1.48 -0.54 0.22
C 1.78 -0.04 -0.77
C -0.21 0.78 -0.47
N 1.57 -0.38 0.09
N -1.27 -0.38 0.62
H 0.30 0.58 -0.03
H -0.09 0.33 -0.40
H 0.04 0.37 -0.25
H -0.21 -0.13 0.16
H 0.07 -0.45 0.02
H 0.07 -0.90 -0.07

---

[6]
DFT (ωB97M-V/def2-TZVPD) results for a 2-piece molecular cluster, C2H9NO2 overall at a distorted geometry.

Properties
E_LUMO = 0.81 eV
F_max = 3.72 eV/Å
Relative energy (zero: lowest compared OMol25 entry of this formula, charge and spin) = 141.20 kJ/mol
HOMO level = -0.355 hartree
Structure (SMILES) = NCO.CO
HOMO-LUMO gap = 10.47 eV
Charge = 0

Element x y z (Å)
C 2.4367 1.0052 -1.1259
O 2.7787 2.3143 -1.4414
H 3.4362 0.4350 -1.1260
H 1.5819 0.4277 -1.6957
H 2.0174 0.9142 -0.0947
H 3.1776 2.8809 -0.7343
N -2.6645 -0.6733 -0.0095
C -1.8721 -1.4523 0.8509
O -1.1404 -0.5059 1.7778
H -3.2359 0.0182 0.4112
H -2.2572 -0.3951 -0.8708
H -1.2336 -1.8555 0.1566
H -2.4683 -2.1102 1.5238
H -0.5565 -1.0033 2.3780

Forces on the atoms, in the same order (eV/Å):
C 0.50 -2.41 1.88
O -0.39 1.87 -0.77
H -1.75 0.02 -0.19
H 1.95 1.85 0.08
H 0.45 0.19 -0.38
H -0.78 -1.52 -0.61
N -0.96 -0.69 0.25
C -1.09 2.75 2.24
O -0.09 -1.12 -0.62
H -0.42 0.55 0.30
H 0.40 0.32 -0.29
H 2.04 -2.03 -0.73
H 0.53 0.13 -0.79
H -0.39 0.09 -0.37

---

- Among the records above, which one has the lowest F_max?
  C6H12N2

---

- Among the records above, which one has the lowest charge?
  C2H40O20

---

- What is the relative energy (zero: lowest compared OMol25 entry of this formula, charge and spin) in the sixth record?
  141.20 kJ/mol